Entry from OMol25: C8H15EuO5 as an isolated structure in a non-equilibrium geometry (ωB97M-V/def2-TZVPD).

Geometry (Å):
C1 -1.1848 2.1186 -0.2113
H1 0.8314 -2.2773 -1.5960
C2 1.1942 -1.2486 -1.4555
H2 2.9915 2.7857 0.6102
H3 -3.6904 1.8367 -0.0050
O1 -0.1552 -0.3819 -3.2196
H4 -4.3594 -0.5892 -0.5756
O2 -2.4213 -1.2714 -0.1960
H5 -3.0626 0.0953 -1.5833
Eu1 -0.8512 -0.8949 1.1102
C3 -3.3048 -0.2594 -0.5606
H6 4.1469 0.0645 1.4649
H7 -0.6843 1.4034 -1.1402
H8 -0.2225 2.6243 -0.0760
C4 3.3747 2.2359 -0.2609
O3 -1.8231 1.2157 0.6762
H9 -1.7647 3.0414 -0.0644
H10 -3.6646 0.6808 1.3640
H11 3.2869 -1.6193 -0.1939
C5 -3.2141 0.9309 0.3933
C6 3.1859 0.2088 0.9581
O4 1.3178 -0.9725 -0.0559
H12 2.4922 0.7830 1.5841
H13 2.1690 -1.1374 -1.9490
H14 2.5407 -1.7494 1.4086
C7 0.2500 -0.2656 -2.1113
H15 3.5814 2.7302 -1.2164
O5 3.4834 1.0050 -0.2426
C8 2.6226 -1.1149 0.5178

Properties
energy relative to the best compared isomer or geometry (same formula, charge and spin) = 0.0 kcal/mol
net charge = +2
HOMO energy (spin up / spin down) = -14.27 / -15.23 eV
max |F| = 3.8 eV Å⁻¹
orbital gap (spin up / spin down) = 4.75 / 5.70 eV
total energy = -1399.5351 Eh
2S+1 = 9



Entry from OMol25: C8H15F6N4O6S2 as an isolated structure in a non-equilibrium geometry (ωB97M-V/def2-TZVPD).

Geometry (Å):
O1 -0.5778 -0.1620 2.0859
F1 2.5029 1.1036 -0.9066
C1 -1.9100 -0.7670 1.9899
H1 -6.0911 -2.6747 1.0277
H2 -2.3288 -3.4802 0.0848
N1 -1.2926 2.0982 1.1019
N2 -5.8546 -3.6320 0.7026
H3 -2.7243 2.7981 -0.1055
F2 7.3640 1.1413 -2.6252
F3 5.8674 0.8172 -4.1471
H4 -4.1212 -2.2796 2.0846
H5 -1.8984 -2.2226 3.6665
N3 -1.8696 2.2292 -0.1902
H6 -2.3371 -0.6663 0.9265
C2 -3.2449 -3.7994 0.7082
C3 -4.6152 -3.5495 -0.1297
H7 -3.1551 -4.9491 0.7965
C4 -3.2728 -3.0533 2.1328
H8 -2.0442 2.0399 1.8061
O2 0.3953 0.7067 0.2102
O3 6.7647 4.0934 -2.4650
S1 5.7479 3.2110 -3.0086
C5 3.0956 2.0515 -0.1425
C6 6.6784 1.7596 -3.6141
H9 -3.6030 -3.8119 2.9394
H10 -2.6404 -0.1798 2.6711
H11 -1.2212 2.8193 -0.7448
H12 -4.5712 -2.5423 -0.6724
N4 4.8560 2.4304 -1.9556
F4 4.0017 1.3982 0.6216
O4 2.7581 3.9364 -1.9064
F5 7.5796 2.0737 -4.5672
H13 -0.9583 -2.8594 2.2259
C7 -1.9094 -2.3017 2.5122
C8 -0.4587 0.8956 1.1069
O5 4.4651 4.2651 -0.1819
S2 3.8609 3.3684 -1.1517
O6 5.0616 3.7185 -4.1831
F6 2.1533 2.5197 0.6986
H14 -4.7323 -4.3501 -0.9549
H15 -5.7204 -4.1943 1.5526

Properties
net charge = -1
HOMO energy = -6.32 eV
max |F| = 5.5 eV Å⁻¹
orbital gap = 8.33 eV
total energy = -2379.8237 Eh
2S+1 = 1